Computed, not measured: C9H13MnN7OS as an isolated structure, with ωB97M-V/def2-TZVPD.

The total charge is +2. Its expectation value of S² is 0.775. Its spin multiplicity is 2. The value obtained for the energy relative to the best compared isomer or geometry (same formula, charge and spin) is 0.00 kcal/mol. For the HOMO energy (spin up / spin down), the calculation gives -16.5 / -16.6 eV. The HOMO-LUMO gap (spin up / spin down) comes out at 0.300 / 0.315 Ha. The value obtained for the LUMO energy (spin up / spin down) is -8.30 / -8.05 eV. The calculated total energy comes out at -64161.565 eV.

Geometry (Å):
Mn  0.10403  0.37012  0.27393
N  3.10325  3.15414  0.39567
C  2.10406  2.71130  -0.34484
N  1.54870  1.68617  0.32895
C  2.28712  1.59092  1.47144
N  3.24601  2.47201  1.54748
C  1.91903  0.54869  2.42662
C  2.55468  0.29202  3.62915
N  2.14610  -0.68501  4.43129
C  1.10444  -1.40475  4.04002
C  0.44640  -1.17088  2.82989
N  0.86095  -0.18755  2.02261
H  3.73357  3.92078  0.19519
H  1.79938  3.11094  -1.29897
H  3.40672  0.88465  3.94042
H  0.76834  -2.19645  4.69750
H  -0.40540  -1.75674  2.51233
O  -1.27217  0.94177  0.41954
C  -2.34042  0.03031  -4.18667
N  -1.20761  -0.22668  -3.29825
C  -1.29203  -0.92789  -2.18456
S  0.22843  -1.23861  -1.29951
N  -2.43952  -1.42948  -1.78348
C  -2.70400  -2.25715  -0.60640
H  -1.98262  0.59855  -5.03881
H  -3.10720  0.61468  -3.67636
H  -2.76455  -0.90545  -4.55469
H  -0.29167  0.09219  -3.56917
H  -3.24593  -1.23480  -2.36340
H  -1.77378  -2.43565  -0.07969
H  -3.12032  -3.21133  -0.92185
H  -3.41400  -1.75081  0.04460

Mulliken population analysis, charges in e, atoms 1 to 6: 0.533 0.198 -0.019 -0.078 0.431 -0.591

Computed, not measured: a 11-piece molecular cluster, C49H73ClF3NO25 overall, with ωB97M-V/def2-TZVPD.

Its spin multiplicity is 1. For the HOMO energy, the calculation gives -9.6 eV. The HOMO-LUMO gap comes out at 0.343 Ha. The SMILES is CC(=O)OC(=O)C[C@H](CNCOC(F)(F)F)OCCl.O=C1CCCO1.O=C1CCCO1.O=C1CCCO1.O=C1CCCO1.O=C1CCCO1.O=C1CCCO1.O=C1CCCO1.O=C1CCCO1.O=C1CCCO1.O=C1CCCO1. The value obtained for the LUMO energy is -0.25 eV. The calculated total energy comes out at -125343.896 eV.

Geometry (Å):
C  1.60311  0.73542  -1.33078
C  2.84971  -0.31911  -1.14021
O  3.81912  -0.04607  -0.22870
O  3.01152  -1.56062  -1.93352
C  1.89998  -2.50311  -1.67903
O  0.63573  -2.32497  -2.11619
C  2.28143  -3.88380  -0.84601
C  2.00184  -3.75299  0.78747
C  3.44095  -3.36658  1.54712
N  3.05778  -2.85068  2.91645
C  4.11830  -1.96107  3.52998
O  3.75788  -0.53833  3.61713
C  2.95213  -0.23162  4.80792
F  2.31237  -1.39866  5.45634
F  3.78569  0.44933  5.85762
F  1.82727  0.68730  4.39173
O  1.49868  -5.02323  1.37219
C  0.39870  -4.78070  2.32219
Cl  -1.28388  -5.10331  1.52500
H  0.77564  0.30636  -2.07036
H  1.14703  1.12934  -0.31551
H  2.03705  1.70048  -1.87852
H  3.42732  -4.06948  -1.00540
H  1.67596  -4.81740  -1.23893
H  1.25147  -2.85230  0.91239
H  4.07111  -4.35088  1.71988
H  4.06693  -2.62284  0.89289
H  2.19024  -2.24642  2.88717
H  5.06152  -2.01954  2.80052
H  4.47076  -2.43919  4.55454
H  0.48950  -5.45187  3.30527
H  0.34605  -3.66560  2.72099
O  -0.21804  -7.62123  2.16031
C  0.05300  -8.24734  1.14902
C  1.38368  -8.25071  0.45950
C  1.04146  -8.83879  -0.88603
C  -0.13142  -9.72896  -0.56839
O  -0.81336  -9.08444  0.50647
H  2.07429  -8.88821  1.01849
H  1.78142  -7.23764  0.36511
H  1.87259  -9.37258  -1.35446
H  0.72633  -8.03878  -1.56698
H  0.18041  -10.72500  -0.23699
H  -0.80643  -9.83480  -1.42266
O  -1.91849  -2.03014  1.49305
C  -2.41842  -1.21030  0.74064
C  -1.66512  -0.33265  -0.21248
C  -2.69710  0.70760  -0.56789
C  -3.99156  -0.04899  -0.42352
O  -3.76116  -0.99411  0.62024
H  -1.36659  -0.92365  -1.08277
H  -0.79315  0.11555  0.26937
H  -2.55913  1.13873  -1.56301
H  -2.66150  1.52477  0.16286
H  -4.25867  -0.59361  -1.33522
H  -4.82054  0.60955  -0.14828
O  -1.50692  0.74726  -3.66589
C  -2.00684  1.56710  -4.41830
C  -1.25355  2.44475  -5.37142
C  -2.28553  3.48500  -5.72683
C  -3.57999  2.72841  -5.58246
O  -3.34959  1.78328  -4.53870
H  -0.95502  1.85374  -6.24171
H  -0.38158  2.89295  -4.88957
H  -2.14756  3.91612  -6.72195
H  -2.24993  4.30216  -4.99609
H  -3.84710  2.18379  -6.49417
H  -4.40897  3.38695  -5.30722
O  9.13336  1.57162  -2.69075
C  8.22558  1.68085  -1.88317
C  8.38876  2.02475  -0.43359
C  7.04680  1.63990  0.13601
C  6.12063  1.84493  -1.03407
O  6.90197  1.54612  -2.18992
H  8.57804  3.09769  -0.33991
H  9.19763  1.44734  0.02000
H  6.76245  2.22119  1.01714
H  7.05823  0.58024  0.41888
H  5.76773  2.87888  -1.10872
H  5.25521  1.17722  -0.99129
O  5.70676  -3.28497  8.41761
C  4.54554  -3.31937  8.78984
C  3.58675  -2.16804  8.75309
C  2.48370  -2.64557  9.66340
C  2.54639  -4.14177  9.50101
O  3.92185  -4.43769  9.26372
H  3.23557  -2.02798  7.72700
H  4.05221  -1.25507  9.13155
H  1.50357  -2.22684  9.42018
H  2.71975  -2.37465  10.69969
H  1.96093  -4.49183  8.64435
H  2.20654  -4.66433  10.39993
O  9.70373  0.76743  4.41139
C  8.79595  0.87667  5.21897
C  8.95913  1.22057  6.66855
C  7.61717  0.83571  7.23815
C  6.69100  1.04075  6.06807
O  7.47234  0.74193  4.91222
H  9.14842  2.29351  6.76224
H  9.76800  0.64316  7.12214
H  7.33282  1.41701  8.11928
H  7.62860  -0.22394  7.52103
H  6.33811  2.07470  5.99342
H  5.82558  0.37304  6.11085
O  1.25401  4.78701  -4.76540
C  0.75408  5.60684  -5.51781
C  1.50737  6.48450  -6.47093
C  0.47540  7.52475  -6.82634
C  -0.81907  6.76815  -6.68197
O  -0.58866  5.82303  -5.63821
H  1.80591  5.89349  -7.34122
H  2.37935  6.93269  -5.98907
H  0.61336  7.95587  -7.82146
H  0.51099  8.34191  -6.09560
H  -1.08617  6.22354  -7.59368
H  -1.64804  7.42669  -6.40673
O  -1.85158  5.38697  -10.31855
C  -2.46723  6.43532  -10.21802
C  -2.80272  7.35808  -11.35034
C  -3.19000  8.62176  -10.62471
C  -3.73263  8.09997  -9.32002
O  -2.98785  6.91335  -9.04984
H  -3.64047  6.94038  -11.91559
H  -1.93818  7.51684  -11.99900
H  -3.90665  9.23903  -11.17292
H  -2.29465  9.22730  -10.43847
H  -4.79404  7.83878  -9.38599
H  -3.59380  8.81609  -8.50483
O  -7.32890  0.30241  1.54905
C  -7.04256  -0.41207  2.49546
C  -5.96357  -1.45221  2.50389
C  -6.31227  -2.26007  3.72829
C  -6.98664  -1.24427  4.61278
O  -7.64105  -0.34330  3.72072
H  -4.99267  -0.95922  2.60454
H  -5.99666  -2.06201  1.59810
H  -5.44794  -2.73519  4.19982
H  -7.02564  -3.04795  3.45743
H  -6.27000  -0.67842  5.21728
H  -7.72336  -1.70623  5.27645
O  -12.99300  -1.63205  -0.79757
C  -12.01669  -1.21433  -0.19716
C  -12.04565  -0.21957  0.92346
C  -10.60241  0.20950  1.00318
C  -9.86730  -1.01449  0.52319
O  -10.73582  -1.62626  -0.42927
H  -12.37213  -0.72144  1.83854
H  -12.70173  0.62138  0.68734
H  -10.29616  0.53151  2.00202
H  -10.42814  1.04220  0.31090
H  -9.67670  -1.72851  1.33129
H  -8.91736  -0.75853  0.04495

Mulliken population analysis, charges in e, atoms 1 to 6: -0.533 0.615 -0.642 -0.278 0.446 -0.485

Computed, not measured: a 2-piece molecular cluster, CH6N2O2 overall, with ωB97M-V/def2-TZVPD.

Its spin multiplicity is 1. The value obtained for the energy relative to the best compared isomer or geometry (same formula, charge and spin) is 123.96 kcal/mol. For the HOMO energy, the calculation gives -10.0 eV. The HOMO-LUMO gap comes out at 0.394 Ha. The SMILES is [H]/N=[NH+]/[O-].CO. The value obtained for the LUMO energy is 0.69 eV. The calculated total energy comes out at -8205.500 eV.

Geometry (Å):
H  -3.40305  -1.46500  -0.26772
N  -3.31545  -0.47493  -0.33818
N  -2.29862  -0.04692  0.21501
O  -1.84648  1.02250  0.09873
H  -1.91441  -0.78765  0.93263
C  1.33053  -1.08537  -0.64758
O  0.22528  -0.59510  -0.00772
H  2.02951  -0.29954  -0.85674
H  0.99868  -1.34098  -1.70867
H  1.88880  -1.86362  -0.20878
H  0.54368  0.21165  0.45947

Mulliken population analysis, charges in e, atoms 1 to 6: 0.232 -0.760 0.933 -0.595 0.243 -0.686

Computed, not measured: a 2-piece molecular cluster, C4H11N3O2 overall, with ωB97M-V/def2-TZVPD.

The total charge is +1. Its expectation value of S² is 0.761. Its spin multiplicity is 2. The value obtained for the energy relative to the best compared isomer or geometry (same formula, charge and spin) is 54.30 kcal/mol. For the HOMO energy (spin up / spin down), the calculation gives -12.9 / -12.9 eV. The HOMO-LUMO gap (spin up / spin down) comes out at 0.339 / 0.175 Ha. The value obtained for the LUMO energy (spin up / spin down) is -3.65 / -8.12 eV. The calculated total energy comes out at -12882.738 eV.

Geometry (Å):
C  -1.55153  2.56899  1.92530
C  -0.22359  2.30571  2.58871
O  0.86415  2.43970  1.66715
O  -0.00230  1.93324  3.69110
H  -2.38860  1.98467  2.31362
H  -1.44718  2.19873  0.89759
H  -1.92968  3.61676  1.97793
C  -1.19136  -0.68014  -1.68683
C  0.90136  -1.70798  -1.08662
N  -0.15132  -1.01601  -0.80213
N  1.20469  -2.42752  -2.24351
N  1.71876  -2.00304  -0.02841
H  1.67985  1.91431  1.77376
H  -1.51723  -1.57223  -2.21767
H  -0.85264  0.07486  -2.53685
H  0.98755  -1.90440  -3.08181
H  2.12337  -2.84120  -2.31430
H  1.36227  -2.15732  0.89498
H  2.56380  -2.47042  -0.32956
H  -2.15037  -0.25673  -1.40243

Mulliken population analysis, charges in e, atoms 1 to 6: -0.742 0.627 -0.493 -0.480 0.307 0.198

no.,molar mass (g mol⁻¹)
1,322.256
2,1168.552
3,78.071
4,133.151